Record 1
141
Properties=species:S:1:pos:R:3:forces:R:3:lowdin_charge:R:1 method="wB97M-V/def2-TZVPD" molar_mass_g_mol=1187.760 fmax_ev_per_a=9.21 orbital_gap_ev=7.1 spin_multiplicity=1 e_homo_ev=-8.65 lumo_ha=-0.059 smiles="CC(=O)OCCCCCCN1c2c(CC(=O)I)cc(P(C)O)c(F)c2Sc2cc(C(F)(F)C(F)(F)F)c(P(=O)(O)O)c(B(O)O)c21.COC[C@@H](C)N.COC[C@@H](C)N.COC[C@@H](C)N.COC[C@@H](C)N" energy_ev=-132207.7024
C 5.2322 -2.8540 4.3137 -0.86 0.19 0.95 -0.019
C 4.2724 -3.4097 5.5354 -4.53 -5.14 -1.17 -0.297
O 3.4319 -4.4426 5.2597 5.62 6.61 1.86 -0.041
O 4.2167 -2.8682 6.9023 -0.40 -0.01 -3.45 -0.116
C 3.5574 -1.5531 6.9081 0.15 1.75 -0.51 -0.188
C 2.2566 -1.4237 5.9167 -0.97 0.48 0.19 -0.181
C 1.1399 -0.3537 6.5090 1.04 0.84 0.47 -0.217
C 0.2807 0.4104 5.3402 -1.54 -0.22 0.43 -0.211
C -0.3134 -0.6259 4.1693 0.68 0.95 1.39 -0.187
C -1.7230 0.0391 3.6622 0.74 0.48 1.26 -0.160
N -2.4459 -0.7268 2.5790 0.29 -3.05 -0.20 -0.131
C -1.5228 -1.2741 1.5165 2.36 -0.57 -4.16 -0.094
C -1.2187 -0.3189 0.1888 1.37 -3.31 0.15 -0.054
C -1.8996 1.1650 0.0301 0.16 -0.43 -0.11 -0.167
C -0.7596 2.3224 0.2530 3.10 0.32 6.53 -0.654
O -0.1019 2.4926 1.4244 -4.61 -1.34 -7.86 -0.141
I -0.2227 3.6768 -1.4222 -0.49 -1.13 1.13 0.817
C -0.2423 -0.8905 -1.0195 -0.89 -2.03 3.02 0.006
C 0.4425 -2.3809 -0.9689 -3.09 0.29 3.06 -0.271
P 1.5148 -2.9992 -2.4234 0.22 0.59 -1.36 0.881
C 1.3860 -4.9097 -2.6521 -1.65 -1.62 0.26 -0.317
O 0.6917 -2.3620 -3.8630 -1.52 -2.10 2.87 -0.396
C 0.1659 -3.3607 0.3392 -1.73 3.26 -0.11 -0.081
F 0.7567 -4.7426 0.4515 -2.01 4.64 -0.33 -0.092
C -0.8075 -2.7585 1.5129 0.03 1.22 -1.50 -0.292
S -1.2199 -3.8546 3.0235 -1.75 1.56 -1.29 0.854
C -3.0125 -3.3183 3.4126 -3.23 1.53 0.12 -0.325
C -4.1095 -4.3995 3.9811 -0.74 3.28 -0.79 0.040
C -5.6804 -3.9400 4.2703 2.25 2.42 -1.05 -0.017
C -6.7593 -5.0546 4.7964 1.63 -1.37 1.38 -0.163
F -7.3746 -4.7556 6.1183 1.76 -0.81 -4.41 0.013
F -5.9654 -6.3223 5.0197 -2.37 3.65 -0.42 -0.031
C -7.8835 -5.4922 3.6375 -1.35 -1.63 -1.65 -0.129
F -7.4100 -6.7796 3.0038 -1.89 4.52 2.07 0.013
F -9.2352 -5.7378 4.2059 4.89 1.00 -2.30 0.040
F -7.9411 -4.5086 2.5049 -0.10 -3.22 4.03 0.010
C -6.1379 -2.3778 4.0057 4.51 -1.99 -1.34 -0.088
P -7.8766 -1.6448 4.2564 -2.23 4.82 4.62 0.752
O -7.7502 -0.5504 5.4343 -0.37 -4.20 -4.75 -0.370
O -9.1115 -2.7515 4.7641 2.01 1.44 -0.99 -0.221
O -8.5236 -0.8274 2.8172 2.51 -2.97 1.64 -0.197
C -4.9753 -1.3098 3.4506 1.18 -2.85 0.11 0.073
B -5.3034 0.3136 3.1809 -0.51 2.46 0.69 -0.454
O -5.5254 1.2242 4.3354 -0.13 -1.51 -3.72 0.055
O -5.3422 0.9230 1.8273 1.26 -3.25 1.75 0.015
C -3.4113 -1.7563 3.1207 -2.96 -3.05 1.53 -0.086
H 6.1011 -2.2147 4.7762 -1.68 -1.29 -1.16 0.095
H 4.5299 -2.2087 3.6083 1.54 -1.23 1.62 0.100
H 5.5845 -3.7763 3.6853 -0.61 1.80 1.49 0.100
H 4.3469 -0.7442 6.5239 -1.63 -1.60 0.87 0.138
H 3.3231 -1.2767 8.0226 0.32 -0.89 -2.17 0.139
H 2.6391 -0.9568 4.8963 -0.88 -1.28 1.96 0.122
H 1.6655 -2.4405 5.7568 1.74 2.01 0.19 0.129
H 1.7679 0.4733 7.0962 -1.43 -1.59 -1.21 0.115
H 0.4319 -0.8389 7.3384 1.51 0.84 -2.06 0.129
H 0.8096 1.3429 4.8638 -0.74 -2.00 0.91 0.120
H -0.6979 0.8363 5.8752 2.16 -0.73 -1.01 0.114
H -0.4586 -1.6618 4.7441 0.12 2.19 -1.69 0.103
H 0.5128 -0.6837 3.3338 -1.92 -0.18 1.48 0.121
H -2.4474 0.0458 4.6111 1.50 0.25 -2.21 0.154
H -1.5317 1.1390 3.2466 -0.35 -2.38 1.03 0.140
H -2.3893 1.2608 -1.0407 1.23 -0.11 2.19 0.121
H -2.7542 1.3313 0.8331 1.96 -0.39 -1.47 0.119
H -0.0552 -0.2158 -1.9781 -0.41 -1.65 2.28 0.110
H 0.3049 -5.3201 -2.3577 2.23 0.87 -0.57 0.058
H 2.1453 -5.5034 -1.9580 -1.46 1.57 -1.59 0.064
H 1.5166 -5.2147 -3.7988 0.04 1.03 2.56 0.069
H -0.2511 -2.7415 -3.7661 1.85 0.99 -0.62 0.071
H -3.7077 -5.5085 4.1440 -1.29 2.72 -0.31 0.122
H -9.5565 -2.4742 5.6215 1.31 0.05 -1.40 0.111
H -8.0926 -1.1935 1.9900 -0.71 0.50 1.12 0.083
H -5.9873 2.0652 4.0474 0.92 -1.40 0.34 0.122
H -4.9645 0.2367 1.1735 -0.99 1.47 1.43 0.124
C 6.9133 -3.3352 -1.3083 -0.25 -0.31 -0.12 -0.110
O 5.5596 -2.9666 -1.5246 0.17 0.54 0.21 -0.206
C 5.3437 -1.5580 -1.6517 -0.36 -0.04 -0.17 -0.203
C 5.6186 -0.9986 -3.0677 0.21 -0.44 0.08 -0.426
C 7.1040 -0.8386 -3.3799 0.21 0.28 -0.09 -0.073
N 4.9987 -1.8341 -4.1062 -0.16 -0.12 0.25 0.039
H 7.4497 -2.6016 -0.6991 -0.01 0.06 -0.09 0.089
H 7.4180 -3.4803 -2.2653 0.23 0.09 0.07 0.073
H 6.9242 -4.2943 -0.7831 -0.11 0.11 -0.02 0.086
H 4.2806 -1.4035 -1.4305 0.10 -0.16 -0.07 0.098
H 5.9018 -1.0077 -0.8849 0.19 -0.06 -0.05 0.116
H 5.1695 0.0009 -3.1177 -0.07 -0.13 0.08 0.134
H 7.5970 -1.7914 -3.5868 -0.13 0.03 0.05 0.064
H 7.2404 -0.2112 -4.2689 -0.08 -0.15 0.13 0.076
H 7.6297 -0.3546 -2.5500 -0.05 -0.04 -0.06 0.072
H 3.9917 -1.8629 -3.9444 0.12 0.06 -0.08 0.035
H 5.2980 -2.7989 -3.9388 -0.02 0.30 -0.11 0.071
C -7.2179 4.5070 -2.5760 0.36 -0.15 -0.04 -0.109
O -6.6348 4.1501 -1.3319 -0.50 0.22 0.26 -0.197
C -7.5664 4.0444 -0.2512 0.26 -0.24 0.19 -0.193
C -8.3061 2.6874 -0.1809 0.14 0.07 -0.46 -0.423
C -9.4250 2.5513 -1.2101 -0.35 -0.07 0.04 -0.075
N -7.3764 1.5590 -0.3328 0.31 0.23 0.04 0.042
H -8.0591 5.1963 -2.4562 -0.03 -0.09 0.04 0.091
H -7.5322 3.6095 -3.1120 -0.21 0.10 -0.10 0.072
H -6.4517 4.9991 -3.1813 -0.02 -0.02 0.16 0.086
H -6.9683 4.1481 0.6623 0.04 -0.05 -0.18 0.120
H -8.2682 4.8868 -0.2581 -0.06 -0.03 -0.16 0.118
H -8.7704 2.6187 0.8105 0.16 0.05 -0.03 0.137
H -9.0497 2.3714 -2.2204 0.06 0.05 0.12 0.063
H -10.0736 1.7041 -0.9570 0.18 0.13 -0.02 0.077
H -10.0495 3.4507 -1.2323 0.07 -0.08 -0.02 0.079
H -6.6828 1.6043 0.4141 -0.27 -0.07 -0.05 0.030
H -6.8290 1.7285 -1.1815 -0.27 -0.07 0.15 0.073
C -1.5347 3.6786 -5.1466 0.29 0.14 0.21 -0.125
O -0.5240 2.6999 -4.9570 -0.36 -0.34 -0.34 -0.246
C -0.4959 1.6777 -5.9576 0.40 -0.11 0.08 -0.195
C 0.2653 2.0709 -7.2459 -0.13 0.36 0.26 -0.428
C -0.5284 2.9994 -8.1611 -0.07 -0.01 -0.34 -0.076
N 1.5597 2.6952 -6.9369 -0.11 -0.14 0.36 0.036
H -2.4461 3.2541 -5.5780 0.07 -0.01 -0.07 0.092
H -1.1566 4.4891 -5.7724 -0.22 0.04 -0.13 0.076
H -1.7812 4.1055 -4.1705 0.04 -0.14 -0.05 0.039
H 0.0337 0.8337 -5.4994 0.00 0.16 0.03 0.117
H -1.5092 1.3225 -6.1799 -0.08 0.16 -0.05 0.117
H 0.4545 1.1486 -7.8086 0.01 0.02 0.18 0.136
H -0.5674 4.0262 -7.7897 0.03 -0.12 0.05 0.063
H -0.0672 3.0389 -9.1552 -0.03 -0.01 0.23 0.078
H -1.5559 2.6421 -8.2873 0.08 0.05 0.03 0.078
H 2.1221 2.0335 -6.4014 0.00 0.08 -0.20 0.073
H 1.3804 3.4534 -6.2724 0.05 -0.15 -0.28 0.071
C 9.9962 2.1941 -1.1899 -0.21 -0.31 -0.13 -0.109
O 8.6426 2.5627 -1.4062 0.15 0.56 0.20 -0.204
C 8.4266 3.9713 -1.5333 -0.33 -0.08 -0.19 -0.198
C 8.7016 4.5307 -2.9494 0.20 -0.42 0.09 -0.431
C 10.1870 4.6908 -3.2615 0.19 0.27 -0.13 -0.076
N 8.0816 3.6953 -3.9878 -0.17 -0.14 0.32 0.037
H 10.5327 2.9277 -0.5807 -0.02 0.05 -0.09 0.090
H 10.5010 2.0491 -2.1469 0.22 0.09 0.08 0.074
H 10.0071 1.2350 -0.6647 -0.10 0.12 -0.01 0.086
H 7.3636 4.1259 -1.3122 0.10 -0.14 -0.05 0.120
H 8.9848 4.5216 -0.7665 0.16 -0.06 -0.04 0.116
H 8.2525 5.5302 -2.9993 -0.07 -0.14 0.08 0.134
H 10.6800 3.7379 -3.4684 -0.12 0.04 0.06 0.064
H 10.3234 5.3182 -4.1505 -0.09 -0.16 0.15 0.078
H 10.7127 5.1747 -2.4316 -0.04 -0.07 -0.07 0.078
H 7.0747 3.6665 -3.8261 0.14 0.08 -0.14 0.072
H 8.3810 2.7304 -3.8204 -0.02 0.29 -0.12 0.066

Record 2
131
Properties=species:S:1:pos:R:3:forces:R:3:lowdin_charge:R:1 method="wB97M-V/def2-TZVPD" molar_mass_g_mol=823.027 fmax_ev_per_a=2.36 orbital_gap_ev=8.2 spin_multiplicity=1 e_homo_ev=-9.80 lumo_ha=-0.057 smiles="CCCCCCCCCCCCCCCCCCC1=C(COCCOCC)C(=O)C=CC1=O.COC(=O)OC.COC(=O)OC.COC(=O)OC.COC(=O)OC" energy_ev=-76475.4677
C 4.7560 -3.6146 -0.8259 -0.42 0.26 0.19 -0.101
C 4.7477 -2.5651 0.2978 0.12 0.09 -0.36 -0.247
C 4.8329 -1.1128 -0.1888 -0.62 -0.29 -0.03 -0.211
C 3.4715 -0.5387 -0.6158 0.41 -0.16 0.22 -0.211
C 3.0240 -0.9346 -2.0117 -0.34 0.42 0.04 -0.215
C 1.8367 -0.0940 -2.4918 0.24 -0.03 -0.15 -0.198
C 2.2097 1.3513 -2.8791 0.29 -0.35 0.57 -0.194
C 1.7108 2.4651 -1.9587 -0.41 0.47 -0.38 -0.205
C 0.2537 2.3300 -1.4913 0.44 -0.54 0.45 -0.184
C 0.0994 1.7552 -0.0635 0.06 0.38 -0.30 -0.199
C -0.2902 2.8036 0.9855 -0.18 -0.53 0.35 -0.198
C -1.2461 2.2442 2.0552 0.33 0.23 -0.49 -0.203
C -2.6947 2.2863 1.5667 0.29 -0.47 0.44 -0.208
C -3.5671 1.1685 2.1522 0.15 0.43 -0.13 -0.196
C -5.0656 1.4965 2.1750 0.23 -0.72 0.15 -0.194
C -5.8732 1.1596 0.9215 -0.13 0.63 -0.13 -0.194
C -5.1797 1.4748 -0.4070 -0.10 -0.20 0.21 -0.161
C -4.2775 0.3107 -0.8721 0.07 0.26 0.34 -0.133
C -4.6441 -0.2454 -2.1956 -0.21 -0.97 -0.40 -0.078
C -5.0583 -1.5156 -2.4392 0.23 0.64 -0.13 -0.037
C -5.2722 -2.5765 -1.4042 0.08 -0.25 -0.07 -0.155
O -4.0985 -3.3610 -1.2429 -0.04 0.03 0.17 -0.110
C -3.7954 -3.5861 0.1275 0.05 0.25 -0.25 -0.180
C -2.6122 -4.5310 0.1768 -0.30 -0.05 -0.13 -0.183
O -1.8822 -4.4386 1.3780 0.00 -0.15 -0.08 -0.132
C -0.7120 -3.6457 1.2997 -0.13 0.26 0.25 -0.258
C -0.9693 -2.1408 1.3782 0.01 -0.25 0.01 -0.071
C -5.2932 -1.9847 -3.8405 -0.20 -1.79 -0.32 -0.304
O -5.4208 -3.1949 -4.0983 0.14 2.32 0.43 0.095
C -5.3906 -0.9594 -4.9052 0.33 0.80 0.42 0.034
C -5.0068 0.3067 -4.6583 -0.37 -1.01 -0.27 0.032
C -4.4475 0.6816 -3.3435 1.20 1.82 0.04 -0.306
O -3.7992 1.7367 -3.2088 -1.32 -1.90 -0.21 0.097
H 5.4483 -4.4199 -0.6159 0.13 -0.17 -0.04 0.061
H 4.9970 -3.1573 -1.7787 0.27 0.00 -0.20 0.061
H 3.7652 -4.0419 -0.9480 -0.13 -0.21 -0.06 0.060
H 5.5688 -2.7689 0.9777 0.13 0.00 0.14 0.096
H 3.8288 -2.6566 0.8689 -0.10 -0.12 0.30 0.094
H 5.4973 -1.0660 -1.0483 0.39 0.17 0.02 0.104
H 5.2286 -0.5097 0.6220 0.18 0.22 0.03 0.102
H 2.7404 -0.8592 0.1261 -0.29 0.05 0.06 0.105
H 3.5070 0.5481 -0.5602 0.05 0.20 -0.02 0.100
H 3.8638 -0.7752 -2.6863 0.10 -0.16 -0.25 0.110
H 2.7328 -1.9784 -2.0562 0.15 -0.32 0.04 0.102
H 1.3998 -0.5796 -3.3598 -0.14 -0.14 -0.11 0.104
H 1.0811 -0.1169 -1.7116 -0.24 0.05 0.10 0.090
H 3.2981 1.4004 -2.8863 0.20 0.11 -0.16 0.104
H 1.9005 1.5457 -3.9005 -0.22 0.08 -0.15 0.104
H 1.7844 3.3935 -2.5247 0.15 0.16 -0.04 0.093
H 2.3670 2.6106 -1.1062 0.12 -0.12 0.25 0.102
H -0.2317 3.2985 -1.5119 -0.18 0.16 -0.18 0.089
H -0.2568 1.6608 -2.1765 -0.28 0.11 -0.29 0.103
H 1.0469 1.3182 0.2395 0.13 -0.26 0.07 0.097
H -0.6205 0.9393 -0.0750 -0.27 -0.10 0.06 0.089
H 0.6101 3.1653 1.4710 0.15 0.31 -0.03 0.109
H -0.7877 3.6345 0.4943 0.03 0.33 -0.02 0.098
H -0.9491 1.2197 2.2695 0.03 -0.22 0.16 0.101
H -1.1245 2.8246 2.9658 -0.13 -0.04 0.27 0.108
H -3.1262 3.2381 1.8638 -0.09 0.30 -0.24 0.115
H -2.6516 2.2233 0.4837 -0.26 0.13 -0.23 0.086
H -3.3493 0.2479 1.6164 -0.07 -0.24 0.00 0.088
H -3.2263 1.0010 3.1710 -0.03 -0.02 0.25 0.110
H -5.5104 0.9352 2.9944 -0.14 0.01 0.19 0.104
H -5.1676 2.5445 2.4422 -0.10 0.25 -0.10 0.106
H -6.1909 0.1202 0.9392 0.06 -0.28 -0.02 0.104
H -6.7935 1.7395 0.9696 -0.18 0.04 0.03 0.106
H -5.9233 1.7120 -1.1622 -0.16 -0.12 -0.18 0.113
H -4.5991 2.3809 -0.2896 0.15 0.19 -0.08 0.103
H -4.3020 -0.4653 -0.1187 0.00 -0.26 0.03 0.086
H -3.2462 0.6553 -0.9178 0.17 0.00 -0.14 0.115
H -6.0748 -3.2223 -1.7546 -0.15 -0.11 0.04 0.131
H -5.5731 -2.1506 -0.4529 -0.04 0.23 0.16 0.116
H -3.5470 -2.6357 0.5959 0.08 0.18 0.20 0.101
H -4.6531 -4.0091 0.6510 -0.15 -0.07 0.08 0.133
H -2.0038 -4.3276 -0.7044 0.29 0.06 -0.04 0.129
H -3.0036 -5.5402 0.0763 0.17 -0.28 0.09 0.121
H -0.1623 -3.8983 0.3958 0.16 -0.05 -0.21 0.112
H -0.1002 -3.9300 2.1488 0.03 -0.22 0.16 0.113
H -1.0572 -1.6880 0.3972 -0.02 0.18 -0.19 0.066
H -1.8881 -1.9594 1.9224 -0.19 0.04 0.19 0.065
H -0.1712 -1.6583 1.9358 0.18 0.17 -0.12 0.072
H -5.7694 -1.2857 -5.8599 0.01 -0.04 -0.16 0.119
H -5.0640 1.0692 -5.4178 0.13 0.18 -0.05 0.118
C 0.1174 6.6548 -1.9514 -0.16 -0.01 -0.09 -0.031
O 1.2154 7.5415 -1.7162 -0.08 0.05 -0.06 0.008
C 2.1542 7.0392 -0.9188 -0.03 0.13 -0.09 -0.627
O 2.1359 5.9522 -0.4112 0.04 -0.26 0.14 0.126
O 3.1133 7.9524 -0.7808 0.08 0.02 -0.02 -0.018
C 4.1947 7.5471 0.0629 0.16 0.08 0.07 -0.036
H -0.5629 7.1861 -2.6095 0.05 0.06 -0.01 0.095
H 0.4589 5.7415 -2.4350 0.02 -0.04 0.06 0.086
H -0.3869 6.4134 -1.0178 0.05 -0.06 0.03 0.097
H 4.6883 6.6668 -0.3427 -0.05 -0.06 0.02 0.098
H 3.8396 7.3433 1.0714 -0.03 -0.07 -0.01 0.100
H 4.8900 8.3817 0.0809 -0.05 0.04 -0.05 0.095
C -3.7992 -7.9557 -2.2838 0.03 0.21 -0.18 -0.033
O -3.9520 -8.2480 -0.8920 -0.01 0.14 -0.03 -0.002
C -3.8731 -9.5419 -0.5939 -0.02 0.12 0.09 -0.632
O -3.6904 -10.4361 -1.3744 0.03 -0.16 -0.14 0.127
O -4.0315 -9.6742 0.7209 -0.02 0.00 0.11 0.005
C -3.9673 -11.0243 1.1842 -0.01 -0.10 0.15 -0.040
H -3.8800 -6.8768 -2.3832 -0.04 0.01 0.12 0.090
H -2.8226 -8.2776 -2.6395 -0.02 -0.10 0.00 0.099
H -4.5835 -8.4335 -2.8666 0.03 -0.08 0.01 0.098
H -2.9962 -11.4609 0.9608 -0.01 -0.02 -0.07 0.097
H -4.7553 -11.6231 0.7325 0.03 -0.02 -0.06 0.097
H -4.1107 -10.9799 2.2594 -0.01 0.08 0.00 0.093
C 3.8707 -7.1395 2.0132 -0.17 0.00 -0.09 -0.035
O 4.9831 -6.2566 2.1738 -0.08 0.08 -0.08 -0.002
C 5.9639 -6.7428 2.9289 0.00 0.12 -0.06 -0.632
O 5.9783 -7.8199 3.4595 0.00 -0.19 0.10 0.128
O 6.9282 -5.8277 2.9937 0.07 0.08 0.00 0.003
C 8.0547 -6.2208 3.7801 0.16 0.06 0.06 -0.039
H 3.1603 -6.6144 1.3818 0.05 0.06 -0.01 0.090
H 4.1803 -8.0626 1.5280 0.03 -0.04 0.06 0.098
H 3.4134 -7.3599 2.9754 0.05 -0.06 0.02 0.098
H 8.5224 -7.1101 3.3632 -0.04 -0.05 0.03 0.097
H 7.7577 -6.4068 4.8100 -0.03 -0.07 -0.01 0.097
H 8.7512 -5.3889 3.7438 -0.05 0.04 -0.05 0.093
C 4.9561 12.9562 3.9006 0.11 0.09 0.11 -0.041
O 4.8460 12.6226 2.5158 0.08 0.06 0.01 0.004
C 3.7672 11.9033 2.2132 0.10 0.02 -0.08 -0.631
O 2.9285 11.5344 2.9901 -0.15 -0.06 0.14 0.126
O 3.7830 11.6610 0.9066 0.00 -0.02 -0.13 0.009
C 2.6714 10.8896 0.4386 -0.12 0.01 -0.15 -0.033
H 5.8694 13.5348 3.9986 0.02 0.00 -0.08 0.093
H 4.1057 13.5549 4.2201 -0.05 -0.05 0.01 0.097
H 5.0241 12.0564 4.5084 -0.07 -0.02 0.01 0.097
H 1.7360 11.4139 0.6245 0.00 -0.01 0.09 0.101
H 2.6532 9.9158 0.9181 -0.05 0.00 0.09 0.085
H 2.8120 10.7615 -0.6291 0.11 0.03 -0.01 0.097